ORCA calculation (the ωB97M-V functional and the def2-TZVPD basis) on the molecule C6H13NO in a non-equilibrium geometry.

Values from the calculation:
* total charge: 0
* HOMO energy: -0.3240 Eh
* E_LUMO: 1.01 eV
* structure (SMILES): NCCC/C=C/CO
* energy: -9968.681 eV
* frontier orbital gap: 9.831 eV
* ΔE to the lowest compared entry with this formula, charge and spin: 57.5 kcal/mol

```
21
Properties=species:S:1:pos:R:3:forces:R:3:mulliken_charge:R:1
N -1.5805 -0.5918 1.6521 -0.852 0.326 -0.018 -0.518
C -0.5761 -1.5568 2.1008 -0.422 0.894 1.138 -0.643
C 0.6141 -1.3992 1.1582 0.025 -1.063 -0.442 -0.536
C 1.0717 0.0034 0.7086 1.201 -0.304 0.422 -0.714
C 0.7331 0.2687 -0.7392 -0.381 1.777 1.476 -0.082
C 0.2675 1.4768 -1.0779 -0.139 -1.576 -0.827 -0.525
C -0.2500 1.6985 -2.4851 0.222 0.771 0.214 -0.403
O 0.6733 1.1914 -3.4333 0.515 -0.150 0.203 -0.505
H -2.4723 -0.7097 2.1011 -0.318 -0.567 0.112 0.223
H -1.4069 0.3905 1.8374 0.811 -0.205 -0.045 0.163
H -0.3845 -1.5225 3.1898 0.662 0.784 -0.193 0.293
H -1.0569 -2.5375 2.1159 0.239 -0.198 -1.009 0.376
H 0.2295 -1.8918 0.2605 0.260 -0.009 -0.164 0.245
H 1.4865 -1.9896 1.4492 -0.182 -0.022 0.326 0.328
H 2.1683 0.0874 0.8059 -0.053 -0.609 -0.207 0.415
H 0.8408 0.7972 1.4279 -0.860 0.074 -0.408 0.373
H 0.8817 -0.5467 -1.4291 0.005 0.020 -0.238 0.361
H 0.1078 2.1920 -0.2868 -0.094 0.349 -0.111 0.329
H -1.2368 1.2346 -2.5214 -0.028 -0.171 -0.365 0.250
H -0.3840 2.7562 -2.7309 -0.100 0.070 0.334 0.272
H 0.2739 0.6488 -4.1036 -0.509 -0.190 -0.200 0.298
```
Forces are in eV/Å.